Arrangement i

ORCA calculation (ωB97M-V/def2-TZVPD) on 10 unconnected molecules or ions with the total composition C20H60O10.

Computed properties:
E_LUMO   0.0141 hartree
SMILES   CCO.CCO.CCO.CCO.CCO.CCO.CCO.CCO.CCO.CCO
M   460.69 u

Element x y z (Å)
C  -1.343  -1.912  5.275
C  -0.499  -1.102  4.263
O  0.745  -0.774  4.848
H  -2.330  -2.110  4.858
H  -1.492  -1.281  6.151
H  -0.802  -2.837  5.470
H  -1.006  -0.148  4.119
H  -0.387  -1.488  3.249
H  1.092  0.055  4.511
C  0.453  3.870  1.192
C  -0.067  4.582  2.396
O  0.678  4.255  3.531
H  -0.297  3.997  0.411
H  0.545  2.786  1.269
H  1.373  4.326  0.825
H  -1.055  4.193  2.640
H  -0.133  5.665  2.290
H  0.279  4.702  4.281
C  -1.345  0.375  -0.865
C  -0.539  -0.631  -0.004
O  0.693  -0.739  -0.574
H  -2.376  0.367  -0.510
H  -1.256  0.083  -1.912
H  -0.944  1.379  -0.722
H  -1.058  -1.589  -0.047
H  -0.545  -0.399  1.061
H  1.164  -1.257  0.083
C  3.533  -4.523  0.307
C  3.554  -3.001  0.412
O  2.668  -2.544  1.427
H  2.525  -4.938  0.272
H  3.969  -4.847  1.251
H  4.116  -4.919  -0.525
H  3.394  -2.618  -0.596
H  4.556  -2.717  0.734
H  3.169  -2.493  2.244
C  1.821  2.507  -1.737
C  2.550  3.432  -2.788
O  1.945  4.673  -3.002
H  2.072  2.819  -0.723
H  2.032  1.448  -1.885
H  0.745  2.594  -1.886
H  2.598  2.887  -3.731
H  3.597  3.457  -2.484
H  1.782  5.088  -2.152
C  -1.492  2.690  -4.636
C  -3.021  2.666  -4.453
O  -3.392  3.875  -5.107
H  -1.205  2.700  -5.688
H  -1.152  1.867  -4.008
H  -1.050  3.572  -4.171
H  -3.192  2.595  -3.379
H  -3.546  1.814  -4.883
H  -4.341  3.952  -4.983
C  -3.772  1.597  2.561
C  -4.669  0.733  3.498
O  -4.156  -0.549  3.646
H  -2.776  1.632  3.002
H  -4.169  2.612  2.565
H  -3.629  1.194  1.558
H  -5.681  0.784  3.097
H  -4.762  1.148  4.502
H  -4.159  -0.903  2.753
C  -0.484  -5.688  -0.621
C  -0.759  -4.628  -1.703
O  -1.605  -5.303  -2.680
H  -0.175  -5.167  0.285
H  0.300  -6.407  -0.858
H  -1.400  -6.225  -0.375
H  0.190  -4.246  -2.080
H  -1.418  -3.853  -1.312
H  -1.324  -4.813  -3.456
C  3.182  1.673  1.627
C  2.770  1.203  3.010
O  1.438  1.496  3.475
H  2.703  1.214  0.762
H  4.250  1.562  1.441
H  3.065  2.744  1.459
H  3.522  1.707  3.618
H  2.864  0.121  3.100
H  1.216  2.429  3.526
C  0.155  -1.556  -3.797
C  0.406  -2.888  -4.460
O  -0.772  -3.704  -4.814
H  -0.400  -0.883  -4.451
H  1.107  -1.156  -3.448
H  -0.451  -1.715  -2.905
H  1.120  -3.356  -3.784
H  0.999  -2.723  -5.360
H  -0.512  -4.488  -5.303

=====

Arrangement ii

ORCA calculation (ωB97M-V/def2-TZVPD) on 10 unconnected molecules or ions with the total composition C20H60O10.

Computed properties:
E_LUMO   0.0130 hartree
SMILES   CC(C)O.CCO.CCO.CCO.CCO.CCO.CCO.CCO.CCO.CO
M   460.69 u

Element x y z (Å)
C  1.564  -4.222  -2.478
C  1.526  -3.098  -1.444
C  2.059  -3.516  -0.085
O  2.282  -1.987  -1.921
H  1.409  -3.867  -3.494
H  0.799  -4.975  -2.262
H  2.517  -4.745  -2.357
H  0.485  -2.754  -1.370
H  3.108  -3.790  -0.212
H  1.434  -4.285  0.362
H  2.055  -2.677  0.614
H  1.922  -1.775  -2.809
C  -4.042  -0.052  -1.385
C  -5.100  -0.558  -0.437
O  -5.353  -1.952  -0.684
H  -3.157  -0.683  -1.457
H  -3.684  0.954  -1.160
H  -4.480  0.020  -2.386
H  -6.026  0.023  -0.463
H  -4.728  -0.436  0.589
H  -6.229  -2.188  -0.368
C  0.108  2.391  4.846
C  1.153  3.041  3.944
O  0.967  2.483  2.641
H  0.182  2.722  5.880
H  0.317  1.319  4.872
H  -0.887  2.538  4.428
H  2.142  2.786  4.329
H  0.989  4.120  3.930
H  1.692  2.776  2.076
C  -1.185  -3.251  1.695
C  -2.234  -2.541  0.884
O  -3.243  -3.450  0.472
H  -1.619  -3.787  2.541
H  -0.441  -2.565  2.108
H  -0.627  -3.972  1.096
H  -1.800  -2.097  -0.024
H  -2.679  -1.736  1.480
H  -3.958  -2.882  0.123
C  3.536  -0.492  2.984
C  2.206  -0.835  3.666
O  2.327  -1.000  5.068
H  3.342  -0.516  1.909
H  4.373  -1.135  3.252
H  3.836  0.532  3.216
H  1.787  -1.708  3.146
H  1.487  -0.043  3.442
H  2.819  -1.822  5.178
C  3.970  1.356  -2.245
C  5.139  1.383  -1.287
O  4.699  0.833  -0.022
H  3.192  1.934  -1.745
H  3.627  0.335  -2.408
H  4.225  1.837  -3.191
H  5.453  2.388  -1.007
H  5.995  0.807  -1.649
H  4.529  -0.104  -0.182
C  -1.137  -1.322  -3.558
C  -0.234  -0.766  -4.634
O  1.149  -1.014  -4.300
H  -0.957  -2.388  -3.418
H  -2.178  -1.196  -3.866
H  -1.070  -0.815  -2.599
H  -0.383  0.304  -4.788
H  -0.457  -1.361  -5.524
H  1.642  -1.038  -5.125
C  0.356  0.963  -0.917
C  0.390  0.020  0.277
O  -0.385  0.480  1.359
H  0.605  1.969  -0.577
H  -0.659  1.004  -1.311
H  1.043  0.567  -1.660
H  1.428  -0.149  0.583
H  -0.055  -0.934  -0.012
H  0.026  1.297  1.716
C  -1.204  4.167  -0.646
C  -1.971  4.203  -1.935
O  -1.667  5.315  -2.771
H  -1.428  5.013  0.009
H  -0.120  4.154  -0.771
H  -1.492  3.283  -0.072
H  -3.049  4.171  -1.766
H  -1.774  3.325  -2.570
H  -0.726  5.343  -2.961
C  -3.476  2.018  1.911
O  -3.036  0.697  2.131
H  -4.460  2.048  2.384
H  -2.831  2.737  2.427
H  -3.571  2.250  0.846
H  -2.099  0.573  1.895

=====

Arrangement iii

ORCA calculation (ωB97M-V/def2-TZVPD) on 10 unconnected molecules or ions with the total composition C20H60O10.

Computed properties:
E_LUMO   0.0111 hartree
SMILES   CCO.CCO.CCO.CCO.CCO.CCO.CCO.CCO.CCO.CCO
M   460.69 u

Element x y z (Å)
C  21.375  9.433  -3.524
C  20.799  8.028  -3.283
O  19.779  7.840  -4.219
H  22.018  9.391  -4.403
H  22.020  9.749  -2.705
H  20.596  10.173  -3.704
H  20.437  7.869  -2.267
H  21.622  7.328  -3.425
H  20.189  7.628  -5.060
C  23.781  5.287  -5.085
C  24.081  4.608  -3.829
O  24.663  5.550  -2.998
H  22.979  6.019  -4.982
H  23.488  4.539  -5.823
H  24.636  5.821  -5.498
H  24.810  3.803  -3.921
H  23.187  4.183  -3.373
H  24.763  5.115  -2.148
C  22.972  7.712  -7.751
C  21.446  7.775  -7.771
O  20.980  6.884  -6.769
H  23.360  6.730  -8.024
H  23.435  8.003  -6.809
H  23.272  8.461  -8.484
H  21.016  7.464  -8.723
H  21.087  8.759  -7.468
H  20.975  5.972  -7.067
C  22.177  9.693  0.870
C  21.430  8.573  1.639
O  20.523  9.126  2.583
H  23.023  9.360  0.269
H  22.441  10.391  1.665
H  21.492  10.207  0.196
H  22.061  7.825  2.120
H  20.828  7.993  0.939
H  20.083  8.445  3.097
C  18.754  11.491  0.867
C  18.342  10.826  -0.415
O  18.584  11.782  -1.451
H  18.599  10.876  1.754
H  18.223  12.416  1.090
H  19.816  11.729  0.816
H  17.284  10.568  -0.467
H  18.873  9.883  -0.547
H  18.499  11.305  -2.280
C  21.568  11.997  -6.260
C  22.560  12.064  -7.397
O  21.859  12.395  -8.548
H  21.028  11.050  -6.268
H  20.889  12.846  -6.190
H  22.117  12.010  -5.319
H  23.022  11.077  -7.378
H  23.252  12.897  -7.269
H  22.493  12.367  -9.269
C  18.332  4.803  -4.757
C  19.610  4.214  -4.152
O  20.041  3.198  -5.010
H  18.516  5.395  -5.653
H  18.029  5.483  -3.961
H  17.482  4.135  -4.899
H  19.519  3.733  -3.178
H  20.362  4.998  -4.061
H  19.457  2.448  -4.875
C  16.897  11.804  -4.512
C  17.451  10.415  -4.695
O  17.858  9.885  -3.431
H  16.555  12.158  -5.485
H  17.629  12.548  -4.201
H  16.023  11.824  -3.861
H  18.274  10.523  -5.402
H  16.793  9.772  -5.280
H  18.462  9.141  -3.483
C  17.691  8.422  -7.668
C  17.979  8.039  -9.095
O  18.031  9.152  -9.958
H  18.609  8.793  -7.213
H  17.337  7.553  -7.113
H  16.899  9.163  -7.559
H  17.252  7.320  -9.472
H  18.928  7.503  -9.103
H  18.945  9.443  -9.961
C  24.848  10.220  -1.924
C  24.791  8.679  -2.034
O  24.731  8.338  -3.430
H  25.885  10.512  -2.089
H  24.480  10.527  -0.945
H  24.218  10.647  -2.704
H  23.929  8.241  -1.531
H  25.610  8.242  -1.463
H  24.789  7.382  -3.373

=====

Arrangement iv

ORCA calculation (ωB97M-V/def2-TZVPD) on 10 unconnected molecules or ions with the total composition C20H60O10.

Computed properties:
E_LUMO   0.0150 hartree
SMILES   CCO.CCO.CCO.CCO.CCO.CCO.CCO.CCO.CCO.CCO
M   460.69 u

Element x y z (Å)
C  0.231  -4.958  -1.631
C  1.343  -6.034  -1.677
O  1.565  -6.645  -0.438
H  0.120  -4.487  -2.608
H  0.387  -4.150  -0.917
H  -0.770  -5.372  -1.512
H  2.193  -5.452  -2.033
H  1.141  -6.927  -2.269
H  1.019  -7.432  -0.492
C  -0.643  0.684  4.223
C  -1.316  1.721  5.098
O  -2.664  1.481  4.822
H  0.370  0.446  4.549
H  -0.651  0.972  3.172
H  -1.137  -0.287  4.222
H  -1.002  2.701  4.740
H  -1.201  1.625  6.178
H  -3.268  2.153  5.147
C  -3.975  -2.888  -1.876
C  -5.064  -2.979  -0.895
O  -6.110  -3.672  -1.473
H  -3.676  -3.864  -2.258
H  -3.076  -2.396  -1.504
H  -4.144  -2.363  -2.816
H  -5.398  -2.010  -0.524
H  -4.755  -3.503  0.010
H  -6.925  -3.166  -1.491
C  3.364  -1.437  2.933
C  4.227  -2.526  2.235
O  4.844  -3.489  3.082
H  2.510  -1.976  3.343
H  3.072  -0.790  2.105
H  3.937  -0.892  3.683
H  4.875  -1.998  1.536
H  3.547  -3.006  1.532
H  4.838  -4.244  2.490
C  -3.816  0.305  -5.313
C  -2.830  -0.925  -5.233
O  -1.846  -0.588  -4.305
H  -4.301  0.357  -4.338
H  -4.614  0.154  -6.040
H  -3.270  1.198  -5.617
H  -2.242  -1.088  -6.136
H  -3.163  -1.924  -4.949
H  -2.284  -0.530  -3.452
C  2.603  2.998  2.630
C  3.471  4.215  2.682
O  4.262  4.283  1.555
H  1.809  3.184  3.353
H  3.108  2.034  2.700
H  2.001  3.075  1.725
H  3.946  4.118  3.659
H  2.894  5.139  2.646
H  5.047  3.738  1.641
C  -3.656  0.840  -1.423
C  -3.914  0.917  0.086
O  -3.153  -0.122  0.613
H  -4.589  1.198  -1.858
H  -3.573  -0.176  -1.809
H  -2.872  1.421  -1.908
H  -4.955  0.718  0.340
H  -3.743  1.915  0.487
H  -3.356  -0.393  1.511
C  1.409  -0.032  -0.494
C  0.153  -0.705  -0.036
O  -0.944  -0.361  -0.858
H  1.500  -0.108  -1.577
H  2.310  -0.326  0.045
H  1.405  1.031  -0.252
H  -0.172  -0.493  0.983
H  0.150  -1.785  -0.177
H  -1.698  0.006  -0.390
C  -0.767  3.536  0.536
C  -0.252  4.911  0.799
O  -0.660  5.484  1.963
H  -0.279  2.965  -0.254
H  -1.798  3.699  0.223
H  -0.768  2.944  1.451
H  -0.613  5.562  0.001
H  0.834  4.831  0.849
H  -1.345  6.080  1.651
C  4.485  1.401  -1.178
C  5.546  2.010  -2.175
O  5.820  1.031  -3.146
H  3.568  1.060  -1.658
H  4.299  2.117  -0.378
H  4.735  0.437  -0.735
H  6.444  2.273  -1.616
H  5.243  2.935  -2.665
H  6.622  0.597  -2.845

=====

Short version: arrangement iv is the least stable of them.

=====

Arrangement i

ORCA calculation (ωB97M-V/def2-TZVPD) on C5H9ClO2 in the gas phase.

Computed properties:
E_LUMO   0.0310 hartree
SMILES   COC[C@@H]1[C@@H](O)[C@H]1Cl
M   136.58 u

Element x y z (Å)
C  0.151  -2.411  -0.243
C  -0.960  -0.562  0.796
C  0.092  0.523  0.583
C  -0.268  1.857  -0.052
C  0.439  0.831  -0.843
H  1.149  -1.871  -0.260
H  0.145  -3.143  0.591
H  0.047  -2.986  -1.158
H  -1.978  -0.127  0.820
H  -0.879  -1.041  1.792
H  0.898  0.582  1.287
H  -1.313  2.184  -0.293
H  1.153  3.262  -0.272
H  -0.266  0.326  -1.494
O  -0.955  -1.529  -0.230
O  0.467  2.969  0.384
Cl  2.079  1.136  -1.407

=====

Arrangement ii

ORCA calculation (ωB97M-V/def2-TZVPD) on C5H9ClO2 in the gas phase.

Computed properties:
E_LUMO   0.0318 hartree
SMILES   CC[C@H](Cl)COC=O
M   136.58 u

Element x y z (Å)
C  2.193  0.692  0.277
C  0.819  0.559  -0.419
C  0.284  -0.883  -0.467
Cl  0.073  -1.431  -2.181
C  -1.046  -1.171  0.279
O  -1.516  -0.085  1.074
C  -2.338  0.790  0.464
O  -2.558  1.865  0.898
H  2.946  1.090  -0.406
H  2.551  -0.265  0.667
H  2.136  1.383  1.121
H  0.109  1.213  0.084
H  0.901  0.921  -1.446
H  1.043  -1.564  -0.081
H  -0.900  -2.002  0.971
H  -1.819  -1.472  -0.435
H  -2.878  0.360  -0.400

=====

Short version: arrangement i is the least stable of them.

=====

Arrangement i

ORCA calculation (ωB97M-V/def2-TZVPD) on a molecular structure, C12H21N3OS2.

Computed properties:
E_LUMO   -0.0018 hartree
M   287.45 u

Element x y z (Å)
C  -4.936  -2.223  -0.059
C  -5.544  -0.993  -0.677
C  -4.873  0.420  -0.286
C  -3.572  0.491  -0.872
C  -2.472  0.033  -0.016
C  -2.364  1.212  1.233
H  -1.644  0.892  2.080
H  -3.266  1.556  1.565
S  -1.827  2.916  0.357
C  -0.069  2.497  0.115
N  0.582  3.612  -0.473
S  2.067  2.931  -0.748
C  1.718  1.194  0.054
N  0.468  1.454  0.556
N  2.574  0.347  0.265
C  3.813  0.466  0.098
O  4.271  1.344  -0.547
C  4.731  -0.735  0.370
C  6.287  -0.379  -0.317
C  7.048  -1.624  0.201
H  8.030  -1.518  -0.403
H  6.562  -2.493  -0.191
H  7.147  -1.688  1.217
H  6.069  -0.303  -1.161
H  6.598  0.599  -0.073
H  4.880  -0.787  1.364
H  4.330  -1.766  -0.143
H  2.290  -0.298  0.843
H  -2.778  -0.764  0.770
H  -1.525  0.055  -0.338
H  -3.495  1.670  -1.221
H  -3.550  -0.132  -1.856
H  -4.959  0.414  0.852
H  -5.697  1.021  -0.612
H  -5.775  -1.100  -1.761
H  -6.684  -0.780  -0.266
H  -5.514  -3.113  -0.585
H  -3.988  -2.287  -0.294
H  -4.928  -2.140  0.958

=====

Arrangement ii

ORCA calculation (ωB97M-V/def2-TZVPD) on a molecular structure, C12H21N3OS2.

Computed properties:
E_LUMO   0.0187 hartree
M   287.45 u

Element x y z (Å)
C  5.647  3.289  -0.691
C  5.866  2.093  0.170
C  4.657  1.272  0.056
C  4.670  -0.041  1.006
C  3.366  -1.031  0.941
C  3.008  -1.663  -0.163
H  3.795  -2.366  -0.318
H  2.840  -0.855  -1.145
S  1.544  -2.632  -0.190
C  0.382  -1.513  -0.212
N  0.526  0.005  -0.330
S  -0.935  0.739  -0.540
C  -1.688  -1.029  -0.376
N  -0.926  -1.798  -0.109
N  -3.086  -0.879  -0.384
C  -3.833  0.281  -0.283
O  -3.120  1.193  -0.480
C  -5.302  0.128  -0.350
C  -5.832  1.509  0.139
C  -5.726  1.500  1.824
H  -6.134  0.556  2.100
H  -6.307  2.416  2.293
H  -4.638  1.640  1.974
H  -5.594  2.352  -0.088
H  -7.010  1.534  -0.241
H  -5.480  0.126  -1.490
H  -5.560  -0.917  0.079
H  -3.496  -1.596  -0.188
H  3.357  -1.630  2.003
H  2.525  -0.249  1.396
H  4.837  0.474  1.987
H  5.423  -0.663  0.603
H  4.430  0.869  -0.924
H  3.574  1.620  0.304
H  6.582  1.467  -0.061
H  5.856  2.670  1.236
H  6.494  3.940  -0.865
H  5.515  2.967  -1.539
H  4.692  3.919  -0.526

=====

Short version: arrangement ii is the least stable of them.

=====

Arrangement i

ORCA calculation (ωB97M-V/def2-TZVPD) on 2 unconnected molecules or ions with the total composition C4H5OP.

Computed properties:
E_LUMO (alpha / beta)   -0.0293 / -0.0310 hartree
M   100.06 u

Element x y z (Å)
C  -4.143  1.375  0.547
C  -2.926  1.603  1.032
C  -3.334  0.247  0.958
C  0.162  -0.077  0.422
O  -3.305  -0.931  1.233
P  1.296  0.838  -0.670
H  -5.061  1.758  0.150
H  -2.359  2.454  1.412
H  -0.721  0.429  0.641
H  0.737  -0.279  1.409
H  -0.262  -0.888  -0.113

=====

Arrangement ii

ORCA calculation (ωB97M-V/def2-TZVPD) on a molecular structure, C4H5OP.

Computed properties:
E_LUMO (alpha / beta)   -0.0209 / -0.0320 hartree
M   100.06 u

Element x y z (Å)
C  0.409  -0.314  -0.831
C  -0.332  -1.151  -0.047
C  0.068  0.858  -0.118
C  -0.715  -0.067  0.785
O  -4.175  -0.756  -0.149
P  -3.233  0.297  -0.295
H  1.046  -0.431  -1.820
H  -0.355  -2.212  -0.108
H  1.024  1.395  0.296
H  -0.554  1.611  -0.538
H  -0.912  -0.041  1.890

=====

Short version: arrangement i is the least stable of them.